# 1
{
  "formula": "C4H11NO2",
  "method": "wB97M-V/def2-TZVPD",
  "species": ["C", "C", "O", "C", "N", "C", "O", "H", "H", "H", "H", "H", "H", "H", "H", "H", "H", "H"],
  "xyz": [[0.1350, 1.2013, 2.0370], [0.2338, -0.0812, 1.2113], [1.5817, -0.5657, 1.2503], [-0.2779, 0.2071, -0.2307], [0.5845, 1.0775, -1.0017], [-0.7673, -1.0569, -0.9232], [-1.3654, -0.8593, -2.1937], [-0.0160, 0.9856, 3.1285], [-0.6929, 1.7751, 1.6421], [1.1498, 1.7912, 1.9912], [-0.5720, -0.7028, 1.6545], [1.9151, -0.6879, 0.3603], [-1.2120, 0.7236, -0.0115], [0.0838, 1.5039, -1.7620], [1.3748, 0.5237, -1.3437], [0.0888, -1.7489, -1.1177], [-1.5640, -1.5591, -0.3257], [-2.2271, -0.4414, -2.1199]],
  "atomic_forces_ev_per_a": [[2.394, 0.632, 1.004], [-0.296, 1.159, -0.632], [-0.860, -0.417, 0.452], [-0.901, -0.109, 0.690], [0.540, -0.618, 0.634], [-0.130, -1.177, -0.168], [0.470, 0.386, -0.653], [-0.005, 0.124, -0.998], [-0.036, 0.462, 0.270], [-2.100, -0.925, -0.199], [1.006, -0.772, -0.172], [-0.064, -0.080, -0.092], [-0.073, 0.510, -0.202], [0.086, -0.156, -0.365], [-0.343, 0.564, -0.290], [-0.679, 0.273, 0.230], [0.987, 0.112, 0.235], [0.004, 0.032, 0.256]],
  "homo_ev": -9.5,
  "lumo_energy_ha": 0.02473,
  "smiles": "C[C@H](O)[C@@H](N)CO",
  "homo_lumo_gap_ev": 10.2
}

***

# 2
{
  "formula": "C27H18BrIN4O2Ti",
  "method": "wB97M-V/def2-TZVPD",
  "species": ["Ti", "O", "C", "N", "C", "O", "C", "C", "C", "C", "C", "N", "C", "C", "C", "C", "C", "N", "H", "H", "H", "H", "H", "H", "H", "H", "I", "C", "C", "C", "C", "C", "C", "C", "C", "C", "C", "H", "H", "H", "H", "H", "H", "Br", "C", "C", "C", "N", "C", "C", "H", "H", "H", "H"],
  "xyz": [[-0.5127, -0.0771, 0.4912], [-2.6164, 0.3189, 3.7614], [-1.8565, 0.4322, 2.8420], [-1.2686, -0.6143, 2.1102], [-0.4800, -1.4647, 2.8761], [-0.7994, -2.0134, 3.8994], [0.9383, -1.5122, 2.3590], [1.8326, -2.4653, 2.8259], [3.1587, -2.3925, 2.4275], [3.5480, -1.3361, 1.6084], [2.5965, -0.4257, 1.1833], [1.3060, -0.5146, 1.5228], [-1.2264, 1.7316, 2.4085], [-1.4066, 2.8976, 3.1392], [-0.7083, 4.0360, 2.7686], [0.1762, 3.9601, 1.6920], [0.2961, 2.7692, 1.0015], [-0.3995, 1.6715, 1.3323], [1.4745, -3.2277, 3.4988], [3.8736, -3.1302, 2.7558], [4.5786, -1.2175, 1.3134], [2.8713, 0.4250, 0.5595], [-2.0943, 2.8848, 3.9716], [-0.8508, 4.9611, 3.3030], [0.7530, 4.8232, 1.3898], [0.9523, 2.6795, 0.1311], [-3.2357, 2.7271, -0.0017], [-1.6538, 2.5863, -1.4366], [-1.2239, 3.7154, -2.0799], [-0.4152, 3.5934, -3.2211], [-0.2037, 2.3625, -3.7803], [-0.7002, 1.1935, -3.1611], [-0.7609, -0.0494, -3.8292], [-1.4729, -1.0805, -3.2776], [-1.9041, -1.0145, -1.9408], [-1.7122, 0.1111, -1.1534], [-1.2961, 1.2869, -1.8674], [-1.5442, 4.6941, -1.7608], [-0.0473, 4.4862, -3.7042], [0.2868, 2.2719, -4.7381], [-0.3123, -0.1418, -4.8054], [-1.6420, -1.9849, -3.8423], [-2.3948, -1.8862, -1.5135], [1.3497, -5.9675, -2.0772], [0.8553, -4.2792, -1.3958], [-0.1615, -4.1592, -0.4480], [-0.4949, -2.9034, 0.0107], [0.1184, -1.7778, -0.4065], [1.0997, -1.9043, -1.3147], [1.4927, -3.1186, -1.8377], [-0.6854, -5.0278, -0.0824], [-1.3157, -2.7782, 0.7183], [1.5649, -0.9780, -1.6504], [2.2753, -3.1755, -2.5772]],
  "atomic_forces_ev_per_a": [[-0.603, 0.408, -2.730], [0.194, 0.418, -0.320], [-0.440, -0.351, 0.511], [-0.385, -0.443, 1.680], [-0.418, -0.369, 0.690], [0.327, -0.019, -0.342], [0.770, -0.072, 0.223], [-0.137, 0.206, -0.091], [-0.185, 0.331, -0.253], [-0.010, -0.145, 0.179], [-0.096, 0.227, 0.034], [1.118, -0.912, 0.928], [0.144, 0.804, 0.126], [0.034, -0.202, -0.171], [0.142, -0.393, -0.301], [-0.168, 0.037, 0.136], [0.035, 0.009, -0.206], [0.126, 2.810, 2.224], [-0.060, -0.068, 0.079], [0.090, -0.044, 0.052], [0.062, 0.032, -0.062], [-0.027, -0.224, 0.024], [-0.022, -0.032, 0.046], [0.048, 0.109, 0.074], [0.001, -0.052, -0.046], [-0.193, 0.088, 0.263], [0.292, 0.280, -0.626], [-0.402, 0.333, 0.507], [-0.141, -0.158, 0.247], [0.136, -0.163, -0.224], [0.047, 0.100, 0.014], [-0.033, 0.174, 0.409], [-0.122, -0.255, 0.110], [0.097, -0.056, -0.288], [-0.385, 0.639, 0.026], [-1.012, -0.231, -1.257], [-0.178, -0.199, -0.409], [-0.073, 0.094, 0.090], [0.010, 0.050, -0.070], [0.081, 0.019, -0.104], [0.005, -0.008, -0.198], [0.020, -0.109, -0.108], [0.282, -0.045, -0.008], [-0.107, 0.379, 0.166], [-0.043, 0.333, 0.064], [0.189, -0.155, -0.269], [0.007, 0.035, -0.161], [1.147, -2.689, -0.730], [-0.252, 0.160, 0.114], [-0.094, -0.463, 0.054], [-0.054, -0.054, 0.034], [0.211, -0.063, -0.109], [-0.040, -0.168, 0.031], [0.064, 0.069, -0.049]],
  "homo_ev": [-10.4, -10.4],
  "lumo_energy_ha": [-0.14567, -0.14342],
  "homo_lumo_gap_ev": [6.5, 6.5],
  "multiplicity": 2,
  "charge": 1
}

***

# 3
{
  "formula": "C2H6N4S",
  "method": "wB97M-V/def2-TZVPD",
  "species": ["H", "N", "C", "N", "N", "C", "N", "S", "H", "H", "H", "H", "H"],
  "xyz": [[2.2572, -1.3596, 0.3165], [1.4490, -1.8021, -0.0488], [0.4802, -1.0571, -0.3823], [0.3125, 0.2901, -0.0065], [1.3929, 0.9786, 0.4131], [-0.8184, 1.1387, -0.2087], [-2.0446, 0.7611, -0.2584], [-2.3694, -0.8060, 0.2642], [-0.4713, -1.3955, -0.7803], [2.1240, 1.0382, -0.3671], [1.8443, 0.6544, 1.2701], [-0.4759, 2.1534, -0.4179], [-3.6804, -0.5942, 0.2062]],
  "atomic_forces_ev_per_a": [[0.640, 0.796, 0.644], [-1.124, -0.737, -1.708], [-0.713, 0.549, 1.564], [-0.827, -0.154, -0.190], [3.317, 1.548, -0.928], [-0.195, -1.498, -0.885], [1.654, 1.069, 0.353], [-0.841, -0.282, 0.041], [0.604, -0.726, -0.461], [-1.175, -0.165, 1.603], [-0.498, -0.136, -0.301], [-0.536, -0.078, 0.133], [-0.304, -0.185, 0.136]],
  "homo_ev": -8.7,
  "lumo_energy_ha": 0.02559,
  "smiles": "[H]/N=C\\N(N)/C=N\\S",
  "homo_lumo_gap_ev": 9.4
}

***

# 4
{
  "formula": "C4H8O2S",
  "method": "wB97M-V/def2-TZVPD",
  "species": ["O", "C", "O", "C", "C", "C", "S", "H", "H", "H", "H", "H", "H", "H", "H"],
  "xyz": [[1.1269, 3.1569, 0.0411], [0.4895, 2.2487, 0.4151], [0.2864, 1.8979, 1.7066], [0.1287, 1.0210, -0.5023], [-0.2903, -0.1955, 0.2431], [-0.3992, -1.2503, -0.7903], [-0.6763, -3.1217, -0.4771], [1.0531, 2.2967, 2.1534], [0.9618, 0.7102, -1.1564], [-0.4590, 1.3694, -1.3505], [0.3534, -0.3821, 1.0062], [-1.3458, 0.0317, 0.6790], [0.2602, -1.1631, -1.5057], [-1.3118, -0.9969, -1.2400], [0.4304, -3.3004, -1.1284]],
  "atomic_forces_ev_per_a": [[0.799, 2.344, -0.323], [-0.066, -4.352, -1.141], [0.592, 0.689, 0.347], [0.778, 1.774, -0.621], [-3.996, 0.810, -0.508], [-4.327, -2.179, 3.066], [-0.103, 1.898, 0.589], [-0.544, 0.271, 0.444], [0.796, 0.682, 0.887], [-1.136, -0.037, 0.421], [1.849, -0.619, 2.221], [1.800, -0.698, -0.315], [3.885, 0.071, -3.477], [-1.337, 0.173, -1.120], [1.009, -0.827, -0.471]],
  "homo_ev": -9.2,
  "lumo_energy_ha": 0.02066,
  "smiles": "O=C(O)CCCS",
  "homo_lumo_gap_ev": 9.8
}

***

# 5
{
  "formula": "C12H14GaN2O8Se",
  "method": "wB97M-V/def2-TZVPD",
  "species": ["Ga", "N", "C", "C", "O", "N", "C", "C", "O", "O", "H", "H", "H", "H", "H", "H", "O", "Se", "O", "O", "O", "C", "C", "O", "C", "C", "C", "C", "C", "C", "H", "H", "H", "H", "H", "H", "H", "H"],
  "xyz": [[-1.4355, -0.9849, -1.4121], [0.0720, -2.5136, -1.4770], [-0.1651, -3.4311, -0.3527], [-0.9884, -2.7603, 0.7587], [-0.8633, -3.1396, 1.9233], [-1.7927, -1.8055, 0.2966], [-2.4939, -0.9267, 1.2014], [-2.7760, 0.4188, 0.5164], [-3.2945, 1.3190, 1.1515], [-2.4295, 0.5108, -0.7390], [0.9564, -2.0281, -1.3908], [0.0437, -2.9476, -2.3998], [-0.7318, -4.2902, -0.7126], [0.7584, -3.7986, 0.0931], [-3.4530, -1.3402, 1.5257], [-1.9124, -0.7355, 2.1067], [-0.3974, -2.4616, -4.4739], [-1.4127, -1.2701, -4.0753], [-0.6107, -0.1951, -3.0310], [-2.4630, -1.8280, -2.8720], [-2.1481, -0.5307, -5.2852], [0.0485, 2.2984, -1.1032], [0.5972, 1.2712, -0.1622], [0.3337, 0.0822, -0.2609], [1.4884, 1.7022, 0.9584], [1.9577, 3.0084, 1.0648], [2.7805, 3.3704, 2.1205], [3.1298, 2.4310, 3.0798], [2.6552, 1.1285, 2.9853], [1.8386, 0.7646, 1.9288], [-0.5165, 1.8165, -1.8927], [0.8641, 2.8821, -1.5353], [-0.6007, 2.9788, -0.5475], [1.6801, 3.7455, 0.3237], [3.1449, 4.3868, 2.1971], [3.7679, 2.7150, 3.9073], [2.9178, 0.3986, 3.7400], [1.4502, -0.2420, 1.8441]],
  "atomic_forces_ev_per_a": [[-0.045, 0.010, -0.029], [-0.022, 0.001, 0.025], [-0.010, 0.028, 0.011], [-0.020, 0.017, -0.016], [-0.003, -0.018, -0.020], [0.047, 0.048, 0.010], [0.017, -0.021, -0.021], [-0.055, -0.022, -0.031], [0.026, 0.017, 0.009], [-0.013, -0.027, 0.018], [0.005, -0.007, 0.007], [0.004, -0.005, -0.001], [-0.002, -0.007, -0.005], [0.009, -0.002, 0.001], [-0.005, 0.009, -0.001], [0.005, -0.007, 0.010], [0.077, -0.097, -0.023], [0.019, 0.037, 0.015], [-0.013, 0.005, 0.071], [-0.013, 0.022, 0.113], [-0.060, 0.050, -0.102], [0.032, -0.030, -0.002], [-0.038, -0.045, 0.024], [0.091, 0.061, -0.102], [0.020, 0.026, 0.039], [-0.012, -0.018, -0.006], [0.009, 0.004, 0.013], [-0.004, -0.001, -0.003], [0.002, 0.004, -0.002], [-0.004, 0.000, -0.011], [-0.024, -0.012, -0.021], [0.001, -0.008, 0.018], [-0.022, -0.021, -0.003], [0.009, 0.005, 0.015], [-0.002, -0.003, -0.001], [-0.001, 0.002, -0.003], [-0.005, 0.000, -0.004], [-0.001, 0.005, 0.009]],
  "homo_ev": -6.2,
  "lumo_energy_ha": 0.07244,
  "homo_lumo_gap_ev": 8.1,
  "charge": -1
}

***

# 6
{
  "formula": "C22H41Cl3N3O5SiZn",
  "method": "wB97M-V/def2-TZVPD",
  "species": ["C", "C", "H", "H", "H", "C", "C", "H", "H", "H", "H", "Zn", "Cl", "Cl", "C", "O", "N", "C", "C", "H", "H", "H", "H", "H", "H", "H", "H", "H", "C", "C", "N", "H", "C", "O", "H", "H", "H", "H", "O", "C", "C", "C", "H", "C", "H", "C", "H", "C", "C", "H", "H", "H", "Si", "Cl", "C", "C", "C", "H", "H", "H", "H", "H", "H", "H", "H", "H", "N", "C", "C", "O", "O", "H", "H", "H", "H", "H"],
  "xyz": [[0.9896, -2.0082, -4.0726], [0.6536, -0.6218, -3.6501], [0.9574, -2.0813, -5.1637], [0.2837, -2.7288, -3.6317], [1.9957, -2.2411, -3.6953], [0.1887, 0.3096, -4.5181], [-0.0830, 0.0691, -5.9716], [-0.0056, 1.3332, -4.1984], [-0.7815, -0.7540, -6.2001], [0.8355, -0.1050, -6.5535], [-0.5258, 0.9936, -6.3615], [4.1651, -1.1950, 1.4259], [5.0758, 0.7538, 1.2250], [-1.4718, -3.6447, -1.9593], [-0.9983, 2.7636, 0.9851], [-2.1755, 2.8880, 0.5948], [-0.3236, 3.7428, 1.6279], [-1.0375, 4.9629, 1.9517], [1.1297, 3.8206, 1.5907], [-0.3972, 1.8462, 0.8460], [-2.0553, 4.7071, 2.2592], [-1.0811, 5.6423, 1.0864], [-0.5022, 5.4610, 2.7649], [1.5611, 2.8156, 1.5212], [1.4759, 4.3207, 2.5049], [1.4760, 4.4086, 0.7242], [-2.3740, -1.3687, -3.2180], [-2.7326, 1.5097, -3.6870], [-3.3253, -1.0702, -2.7637], [-3.4822, 1.3831, -2.8873], [-3.1680, 0.2019, -2.0879], [-3.6433, -1.8351, -2.0585], [-2.9412, 0.2693, -0.7598], [-2.8527, -0.7230, -0.0117], [-3.4960, 2.2818, -2.2534], [-2.8446, 1.3038, -0.3711], [-4.0636, -0.9426, -3.5582], [-4.4648, 1.2398, -3.3647], [0.0444, -1.3067, -1.4986], [0.8141, -0.4018, -2.1199], [-0.2909, 1.9475, -1.9168], [0.8726, 1.1777, -1.8639], [-1.2546, 1.4251, -1.8946], [-0.2345, 3.3492, -2.0539], [1.8448, -0.7431, -1.8770], [2.1025, 1.8412, -1.8070], [-1.1564, 3.9452, -2.1528], [1.0039, 3.9823, -2.0341], [2.1773, 3.2322, -1.8892], [3.0268, 1.2661, -1.7014], [1.0650, 5.0679, -2.1480], [3.1481, 3.7276, -1.8309], [0.0049, -4.4995, -0.7871], [4.5322, -3.2126, 1.0534], [-1.2617, -5.8366, -0.1211], [1.0946, -4.0210, 0.6812], [1.2561, -5.2841, -1.9741], [-1.8716, -5.3843, 0.6774], [-0.7975, -6.7563, 0.2597], [-1.9914, -6.1148, -0.9052], [0.9830, -5.0778, -3.0144], [1.2690, -6.3752, -1.8210], [2.2546, -4.8641, -1.7637], [1.4486, -2.9832, 0.7578], [2.0216, -4.5957, 0.5245], [0.6822, -4.3505, 1.6559], [-0.8101, -1.5026, 1.5290], [-0.0345, -0.4494, 2.2198], [1.2906, -0.2534, 1.4878], [1.4235, 0.6784, 0.6831], [2.1594, -1.1530, 1.8202], [-1.4476, -1.1343, 0.7631], [-1.4151, -1.9484, 2.2179], [-0.2118, -2.2384, 1.1237], [-0.6144, 0.4744, 2.2491], [0.2005, -0.7822, 3.2372]],
  "atomic_forces_ev_per_a": [[-0.123, -0.199, -0.126], [-0.519, 1.596, -0.072], [0.170, -0.243, 0.108], [0.292, 0.277, -0.154], [-0.160, -0.139, -0.167], [0.383, -0.914, 0.822], [-0.124, 0.270, -0.613], [0.124, -0.344, 0.125], [0.233, 0.192, 0.214], [-0.173, -0.042, 0.108], [-0.014, -0.235, -0.237], [-1.129, 1.282, -0.176], [0.153, 0.050, 0.158], [-0.053, 0.476, 0.069], [-0.832, 0.256, -0.577], [1.201, -0.093, 0.937], [-0.268, 0.080, -0.003], [0.056, 0.022, -0.206], [0.207, -0.056, 0.078], [-0.127, 0.381, -0.277], [0.184, 0.142, -0.098], [-0.063, -0.091, 0.181], [-0.135, -0.016, -0.064], [-0.094, 0.241, -0.055], [-0.011, -0.208, -0.137], [-0.157, -0.209, 0.226], [-0.087, 0.000, 0.159], [-0.181, -0.005, 0.290], [0.344, -0.060, -0.272], [0.255, -0.037, 0.068], [-0.611, 0.073, 0.584], [0.056, 0.059, -0.016], [-0.216, -0.119, -0.301], [-0.023, 0.518, -0.410], [0.036, -0.307, -0.198], [-0.056, -0.449, -0.122], [-0.084, -0.095, 0.084], [0.218, 0.149, 0.226], [-1.566, 0.599, 1.249], [1.767, 0.066, -0.356], [-0.031, 0.282, -0.152], [-0.766, -0.869, -0.333], [0.734, 0.365, -0.167], [-0.107, -0.387, 0.331], [0.634, 0.676, -0.402], [0.158, 0.167, -0.209], [0.464, -0.362, 0.102], [0.113, 0.232, -0.160], [-0.281, -0.333, 0.097], [-0.334, 0.083, -0.047], [-0.029, -0.270, 0.062], [-0.248, -0.104, -0.050], [-0.477, -2.097, -0.158], [0.503, -1.293, -0.111], [0.316, 0.150, -0.115], [-0.254, 0.424, 0.299], [-0.144, 0.301, 0.001], [0.237, -0.116, -0.031], [-0.033, 0.191, 0.103], [0.564, 0.124, 0.242], [0.147, -0.089, 0.148], [0.085, 0.322, -0.005], [-0.326, -0.248, -0.222], [-0.069, -0.300, -0.079], [-0.362, 0.097, 0.008], [0.055, 0.234, -0.423], [-0.541, -0.504, 0.040], [0.360, 0.216, 0.235], [1.138, 0.773, -0.945], [-0.097, -1.186, 1.604], [-0.145, 0.508, -0.080], [0.191, 0.001, -0.031], [-0.116, -0.055, -0.265], [0.021, 0.474, -0.056], [-0.042, -0.297, -0.039], [-0.190, 0.021, -0.242]],
  "homo_ev": -3.9,
  "lumo_energy_ha": 0.08412,
  "homo_lumo_gap_ev": 6.2,
  "charge": -1
}

***

Question: What is the formula in the second record?
Answer: C27H18BrIN4O2Ti